The following is a DFT calculation (ωB97M-V/def2-TZVPD) of a molecular structure, C35H28CrNO5 at a distorted geometry.

Cartesian coordinates (Å):
C 2.046 3.118 5.766
O 2.916 2.256 4.991
C 2.719 2.276 3.642
C 3.497 1.388 2.860
C 3.208 1.231 1.524
C 2.107 1.915 0.917
C 1.666 1.705 -0.433
C 1.991 0.457 -1.151
N 1.099 2.775 -1.060
C 0.360 2.799 -2.246
C 0.044 4.174 -2.754
O 0.006 1.789 -2.837
C 1.382 2.832 1.714
C 1.738 3.082 3.029
H 2.250 2.854 6.804
H 2.290 4.178 5.583
H 0.986 2.933 5.522
H 4.295 0.826 3.343
H 3.833 0.566 0.924
H 1.964 0.665 -2.229
H 3.020 0.165 -0.876
H 1.263 3.693 -0.658
H 0.581 4.970 -2.226
H 0.318 4.197 -3.814
H -1.033 4.361 -2.677
H 0.509 3.348 1.310
H 1.222 3.861 3.590
O -5.616 -4.308 -0.584
C -5.180 -3.233 -0.703
Cr -4.388 -1.506 -0.581
C -2.967 -2.428 0.251
O -2.179 -3.059 0.836
C -5.192 -1.555 1.145
O -5.644 -1.784 2.193
C -5.741 -0.378 -1.847
C -4.894 -1.167 -2.640
C -3.510 -1.084 -2.462
C -2.947 -0.184 -1.536
C -1.506 -0.190 -1.307
C -0.310 -0.322 -1.137
C 1.090 -0.731 -0.843
C 1.184 -1.117 0.643
C 0.173 -0.711 1.511
C 0.274 -0.902 2.893
C 1.373 -1.584 3.410
C 2.363 -2.054 2.546
C 2.299 -1.773 1.176
C 1.427 -1.825 -1.869
C 1.165 -1.486 -3.204
C 1.676 -2.246 -4.256
C 2.451 -3.377 -3.978
C 2.637 -3.778 -2.650
C 2.047 -3.053 -1.599
C -3.814 0.532 -0.693
C -5.202 0.467 -0.868
H -6.826 -0.458 -1.962
H -5.298 -1.853 -3.386
H -2.826 -1.720 -3.035
H -0.719 -0.235 1.107
H -0.518 -0.524 3.543
H 1.446 -1.765 4.486
H 3.215 -2.624 2.924
H 3.118 -2.077 0.524
H 0.586 -0.586 -3.414
H 1.468 -1.925 -5.278
H 2.913 -3.932 -4.795
H 3.234 -4.659 -2.415
H 2.089 -3.433 -0.577
H -3.375 1.150 0.099
H -5.855 1.062 -0.227

Output
calculated total energy = -76879.2973 eV
M = 594.607 g mol⁻¹
F_max = 0.101 hartree/bohr
HOMO level (alpha / beta) = -12.206 / -13.376 eV
2S+1 = 4
total charge = +2